Entry from the Open Molecules 2025 dataset: a 8-piece molecular cluster, C27H60F6N8O17S6 overall at a distorted geometry (the ωB97M-V functional and the def2-TZVPD basis).

Molecular weight, g/mol: 1075.21
DFT total energy, eV: -156989.6887
Energy above the lowest of the compared OMol25 structures with the same formula, charge and spin, kJ/mol: 0.0
F_max, eV Å⁻¹: 7.95
E_LUMO, eV: -8.0
Frontier orbital gap, Ha: 0.173
Total charge: +2

```
124
Properties=species:S:1:pos:R:3:lowdin_charge:R:1
C -8.201 -0.673 -6.258 0.04
C -7.253 0.399 -5.790 -0.39
O -7.418 1.556 -5.979 0.21
N -6.030 -0.098 -4.988 0.10
H -5.582 -0.867 -5.481 0.18
H -5.356 0.664 -4.945 0.17
C -6.465 -0.465 -3.567 0.06
H -7.587 -1.444 -6.737 0.10
H -8.860 -0.365 -7.065 0.11
H -8.702 -1.188 -5.439 0.10
H -7.166 -1.293 -3.616 0.11
H -6.844 0.465 -3.148 0.12
H -5.613 -0.745 -2.951 0.09
C -0.288 -1.403 6.010 0.01
C -0.198 -2.897 6.211 -0.38
O -0.768 -3.660 5.516 0.20
N 0.549 -3.404 7.458 0.10
H 0.529 -4.418 7.538 0.18
H 1.534 -3.147 7.443 0.18
C -0.050 -2.835 8.759 0.04
H -1.017 -1.233 5.224 0.07
H 0.696 -0.964 5.847 0.10
H -0.759 -0.949 6.885 0.09
H 0.019 -1.752 8.783 0.10
H 0.550 -3.244 9.569 0.10
H -1.060 -3.236 8.795 0.12
C -2.617 -1.507 -2.051 0.01
C -1.777 -0.792 -1.043 -0.38
O -1.036 0.085 -1.394 0.12
N -1.709 -1.324 0.359 0.07
H -2.308 -2.163 0.272 0.06
H -0.732 -1.640 0.540 0.07
C -2.068 -0.386 1.480 0.03
H -2.327 -2.547 -2.210 0.11
H -2.622 -0.865 -2.929 0.08
H -3.657 -1.618 -1.729 0.06
H -3.124 -0.125 1.474 0.10
H -1.387 0.460 1.416 0.09
H -1.928 -0.784 2.485 0.10
C 4.459 1.355 0.494 0.01
C 3.999 2.744 0.872 -0.42
C 2.481 2.803 0.830 -0.14
C 1.805 1.962 1.898 -0.15
C 2.563 1.821 3.214 -0.10
C 3.517 3.035 3.539 -0.44
N 4.434 3.105 2.362 0.07
O 5.646 3.135 2.545 0.21
C 4.239 2.712 4.834 -0.01
C 2.744 4.341 3.634 0.02
C 4.581 3.803 -0.089 0.01
H 4.083 0.622 1.212 0.09
H 5.533 1.184 0.422 0.11
H 3.990 1.024 -0.432 0.10
H 2.133 2.515 -0.163 0.12
H 2.189 3.854 0.873 0.12
H 1.563 0.942 1.601 0.10
H 0.879 2.482 2.146 0.10
H 3.131 0.893 3.301 0.11
H 1.883 1.813 4.067 0.11
H 3.600 2.476 5.683 0.11
H 4.824 3.589 5.118 0.10
H 4.919 1.863 4.775 0.10
H 2.299 4.363 4.632 0.11
H 1.931 4.630 2.973 0.09
H 3.452 5.168 3.733 0.10
H 4.404 3.509 -1.120 0.09
H 5.633 3.790 0.200 0.09
H 4.150 4.779 0.131 0.10
C 0.470 -1.000 -4.602 0.03
C 1.914 -0.545 -4.234 -0.43
C 2.925 -1.018 -5.277 -0.11
C 2.725 -0.252 -6.629 -0.14
C 2.944 1.261 -6.505 -0.10
C 2.093 1.905 -5.404 -0.43
N 2.027 0.950 -4.196 0.07
O 1.663 1.483 -3.140 0.19
C 0.668 2.174 -5.761 -0.01
C 2.742 3.229 -4.950 -0.01
C 2.372 -1.094 -2.869 -0.02
H -0.315 -0.341 -4.233 0.08
H 0.302 -2.030 -4.291 0.11
H 0.319 -1.038 -5.681 0.08
H 2.832 -2.100 -5.372 0.14
H 3.931 -0.921 -4.863 0.13
H 1.714 -0.517 -6.942 0.10
H 3.330 -0.627 -7.454 0.13
H 2.635 1.682 -7.462 0.14
H 3.999 1.460 -6.325 0.13
H 0.041 2.484 -4.922 0.10
H 0.147 1.343 -6.237 0.09
H 0.627 3.079 -6.367 0.11
H 2.720 3.975 -5.745 0.11
H 3.811 3.088 -4.783 0.09
H 2.330 3.715 -4.067 0.09
H 2.282 -2.177 -2.863 0.10
H 1.674 -0.706 -2.126 0.07
H 3.348 -0.776 -2.505 0.10
N -2.666 2.295 3.643 -0.23
S -1.431 2.383 4.572 0.43
O -0.416 1.372 4.416 -0.32
O -1.479 3.170 5.782 -0.26
F -0.730 3.597 3.716 -0.26
S -3.507 1.393 4.799 0.52
O -4.387 2.132 5.661 -0.25
O -2.899 0.183 5.273 -0.29
F -4.589 0.876 3.742 -0.21
N 0.763 -2.038 1.103 -0.28
S 1.832 -2.995 0.260 0.55
O 1.825 -4.401 0.509 -0.21
O 3.075 -2.406 -0.138 -0.27
F 0.981 -3.022 -1.122 -0.22
S 1.436 -2.233 2.459 0.43
O 2.791 -1.815 2.635 -0.26
O 0.923 -3.333 3.229 -0.24
F 0.697 -0.965 3.135 -0.21
N -3.226 -3.576 0.276 -0.30
S -4.762 -4.322 -0.015 0.58
O -5.737 -4.124 1.015 -0.24
O -4.739 -5.528 -0.775 -0.24
F -5.243 -3.252 -1.131 -0.24
S -2.657 -4.833 0.990 0.45
O -2.211 -5.876 0.121 -0.25
O -3.110 -5.173 2.306 -0.24
F -1.234 -4.101 1.323 -0.22
```